The following is a quantum chemistry calculation of a structure of composition C2H12O11Pb in a non-equilibrium geometry, from OMol25.

The geometry in XYZ format:
```
26
Properties=species:S:1:pos:R:3:forces:R:3:nbo_charge:R:1
Pb -8.752 16.943 -2.575 -0.389 0.739 1.833 1.422
C -10.332 19.218 -1.350 -1.768 -0.008 0.821 0.968
O -11.153 18.330 -1.186 -1.475 -0.979 0.494 -0.771
O -10.709 20.499 -1.027 2.141 0.837 -0.740 -0.734
O -9.188 19.027 -1.760 2.174 2.585 -0.135 -0.824
H -11.590 20.538 -0.706 -1.214 -0.569 0.329 0.483
C -6.328 16.033 -1.679 0.719 1.024 0.982 0.974
O -6.515 17.239 -1.671 1.441 3.345 0.601 -0.774
O -5.164 15.511 -1.252 1.142 -1.383 0.477 -0.730
O -7.240 15.307 -2.042 -0.010 -4.623 -0.471 -0.794
H -4.534 16.051 -0.726 -1.278 0.256 -0.867 0.502
O -7.666 18.402 -4.056 1.125 1.863 -1.585 -0.953
H -7.346 19.186 -3.570 -0.265 -0.377 0.051 0.523
H -7.208 18.432 -4.910 0.069 -0.115 0.240 0.489
O -10.480 15.308 -2.504 -1.224 -1.193 0.156 -0.925
H -10.636 14.911 -1.640 -0.116 0.103 0.096 0.504
H -10.711 14.649 -3.156 -0.192 -0.431 -0.190 0.477
O -8.479 15.805 -4.596 -0.336 1.147 -2.914 -0.933
H -8.941 16.394 -5.269 0.806 -1.472 1.080 0.490
H -8.624 14.894 -4.806 -0.088 -0.957 -0.498 0.495
O -10.526 17.860 -4.114 -0.849 -0.233 -0.372 -0.908
H -10.152 18.579 -4.600 0.411 1.030 -0.406 0.486
H -11.004 17.338 -4.753 -0.619 -0.211 -0.280 0.471
O -9.142 16.404 -0.250 0.300 -2.396 1.132 -0.933
H -9.345 17.091 0.356 -0.536 1.261 0.775 0.504
H -8.911 15.623 0.303 0.031 0.755 -0.610 0.491
```
Forces are in eV/Å.

Computed properties:
**LUMO**: -0.336 eV
**DFT total energy**: -1103.920270 hartree
**Highest occupied orbital energy**: -0.252 hartree